(1)
An isolated ion of composition C8H10N5 and charge +1 at a distorted geometry, computed with wB97M-V/def2-TZVPD.

Geometry (Å):
C  -3.764  0.426  0.499
C  -3.374  -0.832  0.012
C  -1.732  0.724  -0.047
C  -1.187  -1.797  -0.395
C  -0.387  1.094  0.043
C  1.137  2.921  -0.348
C  1.111  -1.055  -0.296
C  3.450  -0.582  0.338
N  -2.780  1.293  0.465
N  0.082  -1.831  -0.238
N  0.208  2.134  -0.242
N  -2.048  -0.713  -0.238
N  2.053  -0.869  0.580
H  -4.824  0.825  0.716
H  -3.903  -1.810  -0.079
H  -1.714  -2.814  -0.586
H  1.479  2.920  -1.393
H  1.551  3.499  0.427
H  1.358  -0.719  -1.313
H  3.958  -1.422  -0.147
H  3.565  0.397  -0.332
H  3.999  -0.394  1.166
H  1.761  -1.397  1.408

Computed properties:
- orbital gap (alpha / beta) (hartree) = 0.2702 / 0.2702
- calculated total energy (eV) = -15897.6015
- energy above the lowest of the compared OMol25 structures with the same formula, charge and spin (kcal/mol) = 91.5
- charge = +1
- HOMO level (alpha / beta) (eV) = -11.6 / -11.6
- F_max (eV/Å) = 4.82
- molecular weight (g mol⁻¹) = 176.2


(2)
One molecule with the formula C3H4O3, computed with wB97M-V/def2-TZVPD.

Geometry (Å):
O  1.169  0.378  1.726
C  1.121  -0.282  0.716
C  0.171  -0.001  -0.439
O  -0.236  -1.200  -1.055
C  -1.000  0.902  -0.030
O  -1.878  1.191  -0.802
H  1.783  -1.157  0.550
H  0.741  0.546  -1.202
H  -0.876  -1.640  -0.479
H  -0.996  1.263  1.015

Computed properties:
- orbital gap (hartree) = 0.3685
- calculated total energy (eV) = -9316.8345
- structure (SMILES) = O=CC(O)C=O
- energy above the lowest of the compared OMol25 structures with the same formula, charge and spin (kcal/mol) = 43.0
- HOMO level (eV) = -9.9
- F_max (eV/Å) = 0.57
- molecular weight (g mol⁻¹) = 88.1


(3)
A 11-piece molecular cluster, C42H73F7I2O14 overall at a distorted geometry, computed with wB97M-V/def2-TZVPD.

Geometry (Å):
C  7.517  -0.334  3.119
C  6.698  0.930  2.815
I  7.667  2.537  3.885
C  6.680  1.183  1.279
I  6.975  3.200  0.586
C  5.526  0.520  0.487
O  5.744  -0.899  0.539
C  4.998  -1.412  1.537
O  5.097  -2.509  1.981
O  4.104  -0.488  1.969
C  4.030  0.510  0.962
C  3.207  0.010  -0.272
C  2.385  -1.279  -0.095
C  1.399  -1.368  1.067
O  0.070  -1.041  0.677
C  3.546  1.896  1.431
F  3.701  2.696  0.339
F  4.306  2.403  2.437
C  2.082  2.148  1.914
F  1.961  3.501  1.977
F  1.173  1.715  1.025
C  1.717  1.604  3.357
F  2.669  0.829  3.865
F  1.523  2.620  4.189
F  0.589  0.901  3.289
H  7.158  -0.807  4.030
H  7.430  -1.061  2.313
H  8.571  -0.101  3.245
H  5.711  0.869  3.245
H  7.583  0.708  0.902
H  5.615  0.914  -0.521
H  2.577  0.813  -0.643
H  3.903  -0.196  -1.083
H  3.058  -2.137  -0.075
H  1.804  -1.393  -1.011
H  1.705  -0.733  1.885
H  1.425  -2.385  1.464
H  -0.439  -1.854  0.625
C  10.944  -1.406  6.859
C  9.612  -0.747  6.593
O  9.500  0.175  5.821
C  8.420  -1.298  7.339
H  11.715  -0.921  6.264
H  11.199  -1.323  7.916
H  10.898  -2.464  6.596
H  8.578  -1.211  8.415
H  8.278  -2.352  7.094
H  7.528  -0.741  7.062
C  -3.735  -0.456  4.877
C  -3.459  -0.493  3.394
O  -3.854  -1.398  2.695
C  -2.663  0.655  2.824
H  -4.314  -1.330  5.166
H  -2.795  -0.446  5.430
H  -4.301  0.442  5.131
H  -1.687  0.695  3.300
H  -3.185  1.597  3.002
H  -2.530  0.512  1.754
C  -7.728  -0.598  -1.252
C  -6.695  -1.569  -0.729
O  -6.567  -2.671  -1.212
C  -5.831  -1.100  0.416
H  -8.277  -1.045  -2.078
H  -8.423  -0.330  -0.454
H  -7.239  0.310  -1.607
H  -6.455  -0.852  1.276
H  -5.274  -0.210  0.118
H  -5.134  -1.878  0.699
C  -5.910  -1.961  -6.489
C  -6.726  -1.935  -5.218
O  -7.413  -0.979  -4.933
C  -6.641  -3.148  -4.332
H  -6.055  -1.034  -7.038
H  -4.851  -2.077  -6.250
H  -6.219  -2.803  -7.110
H  -5.612  -3.303  -4.006
H  -6.976  -4.032  -4.882
H  -7.265  -3.010  -3.457
C  0.449  6.192  1.419
C  -0.626  6.814  0.561
O  -1.378  7.656  0.990
C  -0.712  6.328  -0.866
H  0.411  6.623  2.417
H  0.293  5.118  1.486
H  1.432  6.378  0.984
H  -0.906  5.255  -0.889
H  0.228  6.527  -1.383
H  -1.519  6.846  -1.379
C  -5.996  -7.930  -5.303
C  -7.392  -7.371  -5.373
O  -7.673  -6.426  -6.074
C  -8.436  -8.055  -4.522
H  -5.344  -7.353  -5.956
H  -5.622  -7.870  -4.279
H  -5.993  -8.970  -5.627
H  -8.151  -8.003  -3.470
H  -8.520  -9.104  -4.807
H  -9.397  -7.565  -4.658
C  -7.925  2.088  7.020
C  -6.882  1.150  7.580
O  -6.733  0.034  7.142
C  -6.034  1.677  8.713
H  -8.464  1.594  6.216
H  -8.629  2.375  7.803
H  -7.449  2.991  6.635
H  -6.667  1.949  9.559
H  -5.487  2.564  8.391
H  -5.327  0.912  9.025
C  11.668  5.553  -0.958
C  10.243  5.346  -1.413
O  9.636  4.335  -1.153
C  9.615  6.466  -2.209
H  12.001  4.682  -0.399
H  12.320  5.700  -1.820
H  11.732  6.437  -0.320
H  10.189  6.646  -3.119
H  9.603  7.383  -1.619
H  8.596  6.195  -2.475
C  -4.092  -10.663  -8.664
C  -4.475  -11.321  -7.362
O  -5.179  -10.761  -6.554
C  -3.938  -12.709  -7.115
H  -4.539  -9.674  -8.720
H  -3.006  -10.573  -8.732
H  -4.442  -11.265  -9.504
H  -2.848  -12.696  -7.125
H  -4.283  -13.388  -7.897
H  -4.285  -13.068  -6.149
C  -1.335  9.358  -5.405
C  -0.430  8.322  -4.782
O  -0.411  7.179  -5.170
C  0.452  8.785  -3.646
H  -1.913  8.902  -6.204
H  -2.014  9.762  -4.652
H  -0.741  10.178  -5.812
H  -0.163  9.164  -2.828
H  1.120  9.578  -3.987
H  1.048  7.949  -3.291

Computed properties:
- orbital gap (hartree) = 0.3126
- calculated total energy (eV) = -108625.8121
- HOMO level (eV) = -8.3
- F_max (eV/Å) = 1.22
- molecular weight (g mol⁻¹) = 1188.8


(4)
H16O28PbS5Zn2 as an isolated structure at a distorted geometry, computed with wB97M-V/def2-TZVPD.

Geometry (Å):
Zn  2.535  1.040  0.813
Zn  -0.519  1.028  -2.798
Pb  1.111  -2.681  -1.149
S  -0.444  -0.231  0.233
O  -0.719  -0.224  -1.198
O  0.748  0.597  0.435
O  -1.614  0.285  0.981
O  -0.308  -1.654  0.577
S  1.510  4.216  0.634
O  2.247  4.794  -0.499
O  0.112  3.973  0.253
O  2.093  2.904  0.977
O  1.548  5.015  1.865
S  2.526  0.659  -2.146
O  3.339  0.794  -3.317
O  2.418  -0.764  -1.767
O  3.039  1.401  -1.006
O  1.275  1.261  -2.460
S  0.664  -1.485  -4.631
O  1.814  -0.774  -5.158
O  -0.269  -0.555  -3.968
O  -0.021  -2.114  -5.810
O  1.024  -2.510  -3.677
S  3.528  -2.237  1.327
O  3.871  -2.511  2.716
O  3.072  -0.909  1.148
O  4.677  -2.536  0.565
O  2.410  -3.148  0.964
O  -2.535  0.908  -3.233
H  -3.382  1.302  -3.025
H  -2.744  0.194  -3.835
O  -4.171  0.159  1.129
H  -3.216  0.106  1.139
H  -4.361  1.003  0.719
O  -2.785  -2.845  1.561
H  -3.390  -2.241  1.130
H  -1.921  -2.452  1.432
O  -1.846  0.149  3.628
H  -1.982  0.322  2.697
H  -1.597  -0.775  3.666
O  -0.080  -2.095  3.369
H  0.131  -3.027  3.430
H  0.067  -1.875  2.449
O  -1.998  3.186  1.224
H  -1.222  3.616  0.865
H  -1.810  2.251  1.150
O  -3.101  -1.660  -1.147
H  -2.398  -2.301  -1.258
H  -2.656  -0.863  -0.857
O  1.837  1.070  2.902
H  2.002  1.830  3.460
H  1.493  0.405  3.499

Computed properties:
- orbital gap (alpha / beta) (hartree) = 0.1657 / 0.0763
- calculated total energy (eV) = -213853.5728
- charge = -3
- HOMO level (alpha / beta) (eV) = 0.1 / 0.1
- F_max (eV/Å) = 5.08
- molecular weight (g mol⁻¹) = 962.4
- multiplicity = 2


(5)
H28K3O18P as an isolated structure at a distorted geometry, computed with wB97M-V/def2-TZVPD.

Geometry (Å):
K  -3.130  1.701  -1.627
K  3.227  -1.921  -1.322
K  -2.077  1.435  2.045
P  -0.147  0.085  -0.050
O  0.574  0.224  1.301
O  0.774  -0.600  -1.100
O  -0.568  1.516  -0.487
O  -1.434  -0.715  0.289
O  -1.367  3.907  0.244
H  -2.299  3.691  0.222
H  -0.918  3.102  -0.081
O  -0.601  2.383  -3.078
H  -0.346  2.267  -2.156
H  -0.209  1.617  -3.536
O  1.453  2.612  2.125
H  1.190  1.730  1.811
H  0.884  2.780  2.877
O  0.495  0.056  -3.670
H  1.350  0.444  -3.893
H  0.574  -0.177  -2.724
O  2.819  0.764  -1.983
H  2.693  1.688  -1.709
H  2.102  0.280  -1.539
O  3.439  -0.212  1.163
H  2.491  -0.054  1.048
H  3.513  -0.582  2.050
O  0.336  -3.032  -1.832
H  0.513  -2.083  -1.692
H  -0.348  -3.250  -1.186
O  1.520  3.037  -0.928
H  0.730  2.428  -0.876
H  1.849  3.088  -0.019
O  -3.929  -1.405  1.036
H  -2.981  -1.334  0.873
H  -4.271  -0.522  0.882
O  1.027  -0.273  3.739
H  0.662  0.481  4.212
H  0.816  -0.104  2.793
O  -2.709  -1.352  -1.959
H  -1.921  -1.339  -2.519
H  -2.383  -1.117  -1.076
O  -1.333  -1.530  2.795
H  -0.450  -1.270  3.096
H  -1.392  -1.203  1.883
O  -1.174  -3.350  0.426
H  -1.208  -2.366  0.284
H  -1.938  -3.552  0.976
O  1.721  -2.805  1.053
H  1.468  -1.876  0.998
H  0.912  -3.290  0.824

Computed properties:
- orbital gap (hartree) = 0.3082
- calculated total energy (eV) = -95583.5401
- energy above the lowest of the compared OMol25 structures with the same formula, charge and spin (kcal/mol) = 35.4
- HOMO level (eV) = -10.2
- F_max (eV/Å) = 1.92
- molecular weight (g mol⁻¹) = 464.5


(6)
One molecule with the formula C4H10N2OS at a distorted geometry, computed with wB97M-V/def2-TZVPD.

Geometry (Å):
C  2.210  -1.372  -0.196
C  1.329  -0.682  0.477
C  0.479  0.394  -0.103
C  0.563  1.678  0.751
S  -1.282  -0.256  0.020
N  -1.685  -1.584  -0.611
N  -2.130  0.851  -0.969
O  -1.595  -0.032  1.414
H  2.731  -2.157  0.281
H  2.102  -1.241  -1.249
H  1.184  -0.561  1.493
H  0.453  0.507  -1.283
H  0.654  1.275  1.733
H  1.515  2.087  0.527
H  -0.212  2.317  0.653
H  -1.396  -2.541  -0.399
H  -1.866  0.609  -1.837
H  -3.056  0.707  -0.700

Computed properties:
- orbital gap (hartree) = 0.3821
- calculated total energy (eV) = -20169.6970
- structure (SMILES) = C=C[C@H](C)[S@](=N)(N)=O
- energy above the lowest of the compared OMol25 structures with the same formula, charge and spin (kcal/mol) = 97.5
- HOMO level (eV) = -9.6
- F_max (eV/Å) = 5.40
- molecular weight (g mol⁻¹) = 134.2


(7)
C21H22IN4O6Y as an isolated structure at a distorted geometry, computed with wB97M-V/def2-TZVPD.

Geometry (Å):
Y  -0.627  0.303  0.707
O  -0.002  2.912  0.978
C  -1.089  3.832  0.890
C  -1.963  3.362  -0.251
N  -2.528  2.026  -0.015
C  -3.455  2.039  1.124
C  -2.710  1.803  2.463
O  -3.120  2.342  3.472
O  -1.683  1.021  2.376
C  -3.110  1.544  -1.276
C  -1.992  0.957  -2.155
O  -1.961  1.168  -3.354
O  -1.129  0.245  -1.502
H  0.428  2.997  1.835
H  -0.717  4.836  0.667
H  -1.646  3.873  1.827
H  -1.346  3.312  -1.152
H  -2.764  4.093  -0.422
H  -4.169  1.221  1.021
H  -4.027  2.969  1.195
H  -3.630  2.330  -1.830
H  -3.818  0.741  -1.070
I  -3.197  -1.624  0.963
C  -1.943  -3.177  0.206
C  -2.607  -4.275  -0.260
C  -1.881  -5.392  -0.708
C  -0.519  -5.368  -0.641
C  0.171  -4.236  -0.149
C  1.581  -4.264  -0.058
C  2.250  -3.201  0.468
C  1.541  -2.051  0.871
C  0.170  -1.896  0.750
C  -0.530  -3.062  0.278
H  -3.688  -4.292  -0.269
H  -2.409  -6.257  -1.086
H  0.063  -6.228  -0.950
H  2.114  -5.146  -0.395
H  3.330  -3.231  0.564
H  2.139  -1.259  1.307
C  4.441  1.500  1.705
N  3.677  1.179  0.505
C  4.270  1.026  -0.705
C  3.562  0.735  -1.814
C  2.143  0.594  -1.674
N  1.573  0.748  -0.475
C  2.300  1.021  0.621
O  1.760  1.105  1.732
N  1.365  0.305  -2.702
H  5.485  1.240  1.548
H  4.038  0.938  2.543
H  4.363  2.563  1.934
H  5.346  1.140  -0.724
H  4.044  0.596  -2.769
H  1.746  0.168  -3.620
H  0.360  0.176  -2.522

Computed properties:
- orbital gap (hartree) = 0.2925
- calculated total energy (eV) = -49529.1789
- energy above the lowest of the compared OMol25 structures with the same formula, charge and spin (kcal/mol) = 7.0
- HOMO level (eV) = -7.8
- F_max (eV/Å) = 1.88
- molecular weight (g mol⁻¹) = 642.2